Density functional theory data (ωB97M-V/def2-TZVPD) for a molecular structure, H16O8Sn in a non-equilibrium geometry.

Positions of all 25 atoms, in Å:
1 Sn 0.328 -0.287 0.044
2 O -1.705 1.025 1.141
3 H -1.585 1.690 1.820
4 H -2.520 1.331 0.707
5 O 0.674 -1.339 -2.371
6 H 0.355 -2.204 -2.234
7 H 0.193 -0.999 -3.102
8 O 1.169 2.091 1.117
9 H 1.918 2.621 0.924
10 H 0.431 2.724 1.033
11 O 1.011 -2.714 0.588
12 H 1.201 -2.499 1.469
13 H 0.261 -3.249 0.711
14 O -1.757 -1.680 0.099
15 H -1.998 -1.767 -0.765
16 H -2.479 -1.307 0.638
17 O -0.937 0.923 -1.775
18 H -0.572 1.593 -2.329
19 H -1.852 1.022 -1.987
20 O 0.417 -0.437 2.595
21 H 0.445 0.139 3.318
22 H -0.355 -0.949 2.805
23 O 2.242 1.123 -1.438
24 H 3.200 1.163 -1.395
25 H 1.912 1.992 -1.617

The net charge is +2. The frontier orbital gap comes out at 10.464 eV. For the energy above the lowest of the compared OMol25 structures with the same formula, charge and spin, the calculation gives 18.0 kcal per mole. The calculation puts the LUMO energy at -6.811 eV.

Atomic partial charges in e from the natural (NBO) method, atoms 1 to 5: atom 1 (Sn): 1.57, atom 2 (O): -0.97, atom 3 (H): 0.51, atom 4 (H): 0.51, atom 5 (O): -0.93